(1)
{"formula": "CH4ClN2O", "method": "ωB97M-V with the def2-TZVPD basis set", "molar_mass_da": 95.51, "energy_ev": -18637.109, "total_charge": 1, "e_lumo_ev": [-7.2, -8.0], "e_homo_ev": [-15.58, -15.02], "orbital_gap_ev": [8.346, 7.000], "symbols": ["C", "N", "N", "O", "Cl", "H", "H", "H", "H"], "xyz": [[-0.648, 0.049, 0.988], [1.808, -1.620, -2.733], [0.390, -0.237, 0.027], [0.706, -1.389, 0.035], [2.286, -2.072, -1.352], [-0.718, -0.739, 1.661], [-1.528, 0.440, 0.395], [-0.384, 1.010, 1.304], [1.931, -0.578, -2.998]], "mulliken_charge": [-0.6124, -0.1731, 0.2165, -0.2331, 0.4730, 0.4130, 0.2915, 0.2867, 0.3379]}



(2)
{"formula": "CH4ClN2OS", "method": "ωB97M-V with the def2-TZVPD basis set", "molar_mass_da": 127.58, "energy_ev": -29479.264, "total_charge": 1, "e_lumo_ev": -5.2, "e_homo_ev": -15.45, "orbital_gap_ev": 10.294, "symbols": ["C", "N", "N", "O", "S", "Cl", "H", "H", "H", "H"], "xyz": [[0.127, -0.080, -0.167], [0.666, 0.635, 0.878], [0.920, -0.737, -0.947], [-1.826, 1.503, 0.363], [-1.761, 0.391, -0.497], [-2.355, -1.397, 0.449], [1.667, 0.491, 1.008], [0.285, 1.491, 1.267], [1.919, -0.919, -0.799], [0.357, -1.378, -1.555]], "mulliken_charge": [0.5620, -0.3847, -0.3349, -0.3942, 0.5825, -0.0841, 0.2163, 0.2725, 0.2599, 0.3047]}



(3)
{"formula": "CH4ClNO2P2", "method": "ωB97M-V with the def2-TZVPD basis set", "molar_mass_da": 159.45, "energy_ev": -37782.488, "total_charge": 0, "e_lumo_ev": [-1.2, -1.6], "e_homo_ev": [-9.57, -8.94], "orbital_gap_ev": [8.358, 7.383], "symbols": ["C", "N", "O", "O", "P", "P", "Cl", "H", "H", "H", "H"], "xyz": [[-1.664, 0.752, 0.350], [2.394, -1.332, 0.050], [3.459, -1.865, -0.056], [0.722, 0.976, 1.772], [0.920, -1.537, -0.327], [0.120, 0.607, 0.439], [0.962, 1.689, -1.030], [-1.891, 1.847, 0.444], [-2.176, 0.339, -0.520], [-2.012, 0.155, 1.242], [-0.834, -1.631, -2.365]], "mulliken_charge": [-0.7734, 0.4132, -0.4208, -0.5983, 0.0032, 0.6645, -0.2144, 0.2900, 0.3492, 0.2826, 0.0042]}



(4)
{"formula": "CH4ClNOS", "method": "ωB97M-V with the def2-TZVPD basis set", "molar_mass_da": 113.57, "energy_ev": -27995.364, "total_charge": 0, "e_lumo_ev": -0.3, "e_homo_ev": -10.54, "orbital_gap_ev": 10.236, "symbols": ["C", "N", "O", "S", "Cl", "H", "H", "H", "H"], "xyz": [[-1.389, 1.742, -0.385], [0.493, -2.923, 2.532], [-0.712, -0.743, 3.185], [-0.563, -1.846, 2.283], [-0.658, 0.947, 0.985], [-0.563, 2.301, -0.807], [-2.265, 2.529, -0.165], [1.205, -2.954, 3.150], [-1.881, 0.896, -0.918]], "mulliken_charge": [-0.5230, -0.4381, -0.4467, 0.5983, -0.1358, 0.2346, 0.2412, 0.2633, 0.2062]}